142
Properties=species:S:1:pos:R:3:mulliken_spin:R:1 method="wB97M-V/def2-TZVPD" e_tot_ev=-139650.193 s_squared=2.01 gap_ha="0.31627 / 0.21067" lumo_ev="0.599 / -2.316" spin_multiplicity=3
H -1.665 -3.198 4.034 0.01
C -0.684 -1.919 2.626 0.06
H -2.330 -1.132 1.024 0.00
H 6.049 4.478 1.360 0.00
H 5.732 3.975 3.024 0.00
C -5.258 -4.157 -2.898 0.00
C -1.697 -5.268 -2.478 0.00
C 0.274 -1.842 1.629 0.41
C 3.713 4.153 -1.962 0.00
H 0.488 6.229 0.162 0.00
C 2.662 0.919 -3.739 0.01
H -5.227 -0.894 -1.993 0.00
C -2.201 -2.338 -0.749 0.01
H -3.959 0.645 -6.348 0.00
H -1.692 3.879 -1.809 0.00
C 2.392 0.916 6.252 0.00
C 0.328 0.416 4.929 -0.03
Ge -2.814 -2.559 -2.605 0.00
H 2.328 0.207 -4.494 0.00
O -1.018 0.476 -0.650 0.11
C -6.983 -2.107 -2.184 0.00
C 2.342 4.325 -1.902 0.01
C 1.840 0.298 4.965 0.03
C 4.399 3.665 -0.861 0.00
H 3.401 -1.185 4.766 0.00
H 1.759 -2.895 0.487 0.03
H -0.275 4.073 -2.836 0.00
C -3.439 -0.696 -4.758 0.00
H -4.389 -1.215 -4.799 0.00
C 1.003 -2.959 1.255 0.04
H -0.926 -7.264 -2.322 0.00
H -7.655 -1.303 -1.909 0.00
H 2.551 1.920 -4.157 0.00
P 2.060 -0.729 -1.465 0.01
H 5.478 3.580 -0.899 0.00
C 4.512 2.951 1.550 0.00
H 3.177 -3.582 -1.682 0.00
H -1.805 1.855 -6.271 0.00
H 3.728 0.756 -3.564 0.00
H -2.548 -3.240 -0.237 0.00
H -0.528 -0.646 -3.052 0.02
H 3.635 -1.076 1.098 0.00
C -0.628 3.655 -1.889 -0.02
C 4.237 -1.393 0.243 0.02
H 1.419 -3.742 -1.536 0.00
H 2.104 1.613 -1.765 0.04
C -1.270 -0.389 -3.799 -0.01
C -0.561 -6.415 -4.258 0.00
C 3.723 3.319 0.304 0.01
C -0.201 -4.266 2.880 -0.01
C -1.716 1.451 4.068 -0.03
C -1.831 -0.243 5.787 0.00
C 1.851 0.801 -2.453 0.00
H 2.036 0.369 7.128 0.00
C -1.989 1.031 -5.594 0.00
C 1.619 3.973 -0.764 -0.03
H -2.422 -0.852 6.460 0.00
H -0.389 -5.214 3.367 0.00
C -0.328 1.300 4.065 0.07
Au 0.612 0.089 0.726 0.50
H 6.141 1.959 0.488 0.00
C -0.101 5.771 -0.635 0.00
C -0.723 -5.302 -5.070 0.00
H 0.704 3.720 4.593 0.00
C 2.050 -2.052 -2.750 0.03
C 2.310 -1.150 4.816 -0.01
H -4.045 1.162 2.603 0.00
H 2.080 1.956 6.358 0.00
C -3.217 3.461 4.041 0.00
H -3.807 -1.123 0.054 0.00
H -0.055 -7.294 -4.636 0.00
C 1.611 3.921 2.607 0.02
O -3.094 0.833 -1.310 0.05
H 4.254 4.423 -2.860 0.00
C 0.131 4.257 -0.709 0.06
H -0.344 -5.311 -6.084 0.00
H -3.804 2.545 1.530 0.00
H -1.500 -3.312 -5.227 0.00
H 1.909 -1.608 3.912 0.02
H 1.106 -1.988 -3.296 0.00
H 2.113 4.874 2.585 0.00
C -2.718 -1.115 0.008 -0.01
C -3.198 0.353 -5.635 0.00
H -0.081 1.193 -4.627 0.00
C -2.295 0.170 -0.674 -0.07
H -7.021 -5.363 -3.103 0.00
H 4.595 5.037 2.183 0.00
N 0.443 2.108 3.180 -0.07
B 0.883 1.888 1.834 0.49
H 1.817 4.738 -2.754 0.00
C -6.628 -4.385 -2.855 0.00
H 2.846 -1.808 -3.458 0.00
H -2.681 1.192 1.479 0.00
H 2.242 0.865 4.124 0.01
H 0.783 0.908 -2.649 -0.01
H -0.534 2.572 -1.922 0.02
C -1.050 -6.398 -2.960 0.00
C -7.491 -3.361 -2.497 0.00
C 2.230 -3.468 -2.212 0.00
H 2.223 -4.186 -3.032 0.00
H -1.247 -1.047 2.933 0.01
C 0.913 3.349 3.603 0.02
C 5.264 4.185 2.061 0.00
H -2.072 -5.271 -1.460 0.00
C -2.457 0.647 4.931 0.00
H 0.173 6.252 -1.576 0.00
C -0.450 -0.346 5.794 0.00
H -4.065 2.969 4.522 0.00
C 0.762 -4.175 1.885 0.02
H 4.044 0.443 -0.873 0.00
H 5.287 -1.226 0.489 0.00
C 5.480 1.788 1.339 0.00
H -4.592 -4.963 -3.185 0.00
C -1.377 -4.177 -4.584 0.00
H -3.537 0.733 4.943 0.00
C -5.615 -1.881 -2.228 0.00
H 3.805 2.649 2.324 0.01
C -1.876 -4.142 -3.283 0.00
C 3.848 -0.624 -1.017 0.01
H 6.106 1.658 2.224 0.00
C -3.290 1.803 2.142 -0.01
H -1.644 3.040 2.663 0.00
C 2.326 3.439 0.318 0.06
C -2.476 -1.082 -3.829 0.00
C -2.413 2.474 3.193 0.03
H 4.097 -2.467 0.126 0.00
H 2.001 -1.760 5.667 0.00
N 1.627 3.067 1.504 -0.02
H 0.031 -1.038 6.474 0.00
C -1.022 0.658 -4.672 0.00
H -1.155 5.981 -0.447 0.00
H -2.601 3.907 4.822 0.00
H 4.942 0.857 1.174 0.00
H -3.609 4.262 3.414 0.00
H -8.558 -3.537 -2.465 0.00
H 1.330 -5.050 1.592 0.01
H 3.483 0.885 6.255 0.00
C -4.734 -2.905 -2.584 0.00
C -0.919 -3.139 3.251 0.03
H 4.455 -0.947 -1.868 0.00
H -0.265 3.819 0.209 0.02
H -1.108 -2.370 -0.729 -0.01

144
Properties=species:S:1:pos:R:3:lowdin_charge:R:1 method="wB97M-V/def2-TZVPD" e_tot_ev=-69924.505 total_charge=+1 relative_energy_kj_mol=0.0 gap_ha=0.14649 lumo_ev=-4.031 spin_multiplicity=1
C 4.878 1.476 3.815 -0.05
C 1.072 1.320 4.265 -0.37
H -1.384 -5.849 2.558 0.07
H -0.170 -3.226 -0.626 0.13
C 0.515 2.611 4.849 -0.05
H 1.416 2.603 -1.473 0.10
H -5.468 4.418 2.072 0.11
C -0.272 1.340 0.283 -0.25
C 2.609 2.053 2.345 -0.08
H 6.574 -1.896 -0.784 0.09
H 3.123 2.684 -0.115 0.09
C 3.062 -2.059 2.596 -0.06
C 3.447 -0.016 -2.152 0.01
C -2.480 -2.103 -3.461 -0.20
H -5.831 -1.730 -7.914 0.11
H -2.277 0.018 4.652 0.08
C -3.500 4.830 1.298 -0.03
C -2.938 -4.263 1.114 -0.20
H -4.915 2.066 2.686 0.11
H 0.033 -1.113 1.171 0.06
C -1.219 -3.312 -0.329 -0.02
H 1.263 3.103 5.484 0.09
C 3.597 4.596 0.661 -0.03
C -2.493 0.863 2.662 -0.36
C 2.635 -0.755 0.429 -0.09
H 5.385 1.818 -0.462 0.09
H 3.541 0.866 5.393 0.12
C 3.869 2.361 1.807 -0.11
N -4.377 -3.035 -7.101 -0.17
C -1.810 -1.852 -2.230 0.08
C -3.706 -2.739 -5.955 -0.19
H -2.883 -0.423 0.982 0.04
N -0.636 2.467 1.056 0.01
C -4.993 -4.333 -7.315 -0.05
H -5.331 -4.353 -8.355 0.09
H 1.107 0.830 -3.935 0.08
C 2.070 0.393 -0.202 -0.06
H -2.028 -0.183 -4.383 0.13
H -3.734 5.870 1.055 0.12
H -4.079 -4.691 -5.050 0.11
H -2.102 0.849 -0.695 0.06
H -4.150 -1.148 -8.047 0.08
H 2.383 3.692 -3.429 0.09
H -2.737 -7.004 2.469 0.11
H 6.852 -3.076 -2.078 0.08
H 0.437 4.146 -0.309 0.04
H 1.531 0.425 6.195 0.09
C 1.860 1.958 -2.245 -0.37
C -3.077 -1.473 -5.743 0.01
H -4.998 -3.880 2.809 0.09
H 3.208 -3.029 2.103 0.08
C 2.877 2.805 -3.009 -0.05
H -0.072 1.040 -2.613 0.04
H -5.860 -4.504 -6.656 0.11
H 0.281 -1.947 2.717 0.09
C -3.212 -0.317 2.022 -0.06
C -2.881 2.198 2.004 -0.11
N -3.281 -4.974 2.227 -0.17
H -4.303 -0.172 2.025 0.08
H 3.543 5.099 -0.313 0.09
H -0.891 6.279 2.467 0.08
C -3.100 -3.371 -3.688 0.00
C -2.193 -2.579 -1.054 -0.24
C -3.922 -3.528 0.399 -0.01
H 0.731 -2.749 1.197 0.06
C 0.727 1.532 -3.179 -0.06
H 5.212 3.409 -1.235 0.07
H 3.323 2.229 -3.828 0.08
H -0.825 -4.808 1.145 0.10
H 0.265 3.274 4.014 0.06
C 3.621 1.268 4.382 -0.02
H 2.627 4.721 1.158 0.06
H 6.089 3.274 0.296 0.08
H -0.957 4.336 -1.398 0.09
H 2.656 -2.237 3.601 0.07
H -3.125 -4.113 -2.891 0.13
C -1.587 -4.194 0.669 0.00
C -0.282 5.842 1.668 -0.06
C 3.930 3.118 0.486 -0.37
C -2.224 4.345 1.029 -0.12
H 0.285 5.005 2.096 0.04
C -3.644 -3.701 -4.907 0.00
H 5.776 1.211 4.379 0.11
C -0.336 4.841 -0.652 -0.06
C 1.093 1.230 0.488 -0.13
C 1.020 0.159 5.258 -0.05
H -2.977 -1.250 2.553 0.08
H 4.034 -1.558 2.708 0.09
C -2.436 -5.999 2.808 -0.04
H -4.567 -5.304 3.805 0.09
C -3.560 -2.716 -0.655 -0.02
H 5.650 -3.418 -0.821 0.08
C -1.169 5.337 0.527 -0.36
C -1.107 0.505 -0.450 -0.03
C -4.617 -4.910 2.785 -0.05
H -4.340 -2.175 -1.200 0.14
C -2.479 -1.166 -4.540 0.01
N 1.454 2.144 1.475 0.05
C 5.009 2.036 2.548 -0.01
H 3.761 0.237 -3.172 0.13
H -4.971 -3.610 0.690 0.11
C -4.784 -2.036 -8.070 -0.04
N 0.386 2.885 1.844 0.14
C -4.167 2.703 2.211 -0.03
H -0.837 -1.372 -2.307 0.12
H 0.421 1.055 3.419 0.10
C 5.233 2.890 -0.271 -0.06
H 5.526 -1.266 -3.006 0.13
H -4.714 -2.504 -9.059 0.10
H 1.990 -0.248 2.361 0.10
H -0.392 2.423 5.432 0.07
C -1.954 2.995 1.308 -0.07
H -2.228 1.796 4.601 0.07
H 5.006 -3.566 -3.778 0.08
C -2.711 0.908 4.175 -0.05
H -1.417 0.741 2.486 0.10
H 6.000 2.240 2.131 0.11
C 2.457 1.562 3.655 -0.13
H 3.681 3.149 -2.349 0.05
H 4.359 5.092 1.279 0.09
H -4.274 -5.148 -7.164 0.10
H -0.029 -0.082 5.485 0.07
H 0.174 5.684 -1.133 0.09
H 4.096 -2.325 0.262 0.11
C 2.104 -1.181 1.794 -0.36
C 3.636 -1.464 -0.230 0.03
H -0.670 -0.427 -0.766 0.01
H 1.489 -0.745 4.843 0.07
C 5.023 -1.957 -2.314 -0.39
H -3.083 -0.730 -6.538 0.10
H 0.423 6.601 1.307 0.08
C 0.710 -1.784 1.717 -0.04
C 6.087 -2.625 -1.439 -0.08
H 0.299 2.407 -3.685 0.08
C 4.032 -1.115 -1.524 -0.18
C 2.480 0.758 -1.521 -0.12
H -1.751 6.198 0.173 0.13
C -4.476 4.015 1.867 -0.06
H -2.563 -5.965 3.897 0.09
H 3.560 -2.543 -3.827 0.08
H -5.326 -5.527 2.211 0.10
H -3.783 0.951 4.415 0.08
H 3.766 -3.721 -2.513 0.08
C 4.295 -3.009 -3.160 -0.07